Below is the molecule C3H2Cl2OS2, with properties calculated with ωB97M-V with the def2-TZVPD basis set.

Each line ends with the Löwdin charge.
Element x y z (Å)
C1 1.33 -0.83 0.19  -0.818
C2 -0.31 -0.51 0.28  -0.853
C3 -0.72 0.72 -0.44  -1.210
O1 1.88 -1.87 0.24  0.049
S1 2.13 0.70 -0.05  0.697
S2 0.41 2.02 -0.06  0.579
Cl1 -1.28 -1.86 -0.18  0.694
Cl2 -2.32 1.12 0.17  0.616
H1 -0.20 -0.20 1.41  0.149
H2 -0.92 0.71 -1.56  0.097

- Charge: 0
- SMILES string: O=C1SS[C@H](Cl)[C@H]1Cl
- HOMO-LUMO gap: 9.027 eV

---

Below is the molecule C3H2Cl2S, with properties calculated with ωB97M-V with the def2-TZVPD basis set.

Each line ends with the Löwdin charge.
Element x y z (Å)
C1 -1.02 -0.28 0.10  -0.550
C2 -0.01 0.52 0.12  -0.832
C3 1.20 -0.32 0.18  -0.618
H1 -0.92 -1.41 0.05  0.105
H2 0.98 -1.38 0.04  0.051
S1 2.68 0.35 -0.25  0.647
Cl1 -2.72 0.23 -0.22  0.553
Cl2 -0.19 2.28 -0.03  0.644

- Charge: 0
- SMILES string: S=C/C(Cl)=C/Cl
- HOMO-LUMO gap: 7.976 eV

---

Below is a 2-piece molecular cluster, C3H2Cl3N overall, with properties calculated with ωB97M-V with the def2-TZVPD basis set.

Each line ends with the Löwdin charge.
Element x y z (Å)
C1 0.82 -0.63 1.15  -0.346
C2 -1.06 0.34 -0.32  -0.590
C3 0.14 -0.56 -0.07  -0.823
N1 1.51 -0.78 2.10  0.215
Cl1 -1.41 1.67 0.88  0.534
Cl2 2.38 0.90 -0.90  0.024
Cl3 0.49 -1.68 -1.26  0.774
H1 -0.74 0.94 -1.24  0.085
H2 -2.13 -0.17 -0.33  0.127

- Charge: 0
- HOMO-LUMO gap (alpha / beta): 8.314 / 6.178 eV

---

Below is C3H2Cl4O as an isolated structure, with properties calculated with ωB97M-V with the def2-TZVPD basis set.

Each line ends with the Löwdin charge.
Element x y z (Å)
C1 -1.55 -0.57 0.23  -0.842
C2 1.25 0.04 0.08  -0.707
C3 -0.04 0.59 -0.38  -1.228
O1 -2.40 -0.28 0.97  0.075
Cl1 -1.29 -2.03 -0.60  0.730
Cl2 1.15 -0.44 1.81  0.566
Cl3 -0.22 0.67 -2.18  0.570
Cl4 -0.40 2.11 0.44  0.628
H1 2.13 0.83 0.18  0.119
H2 1.37 -0.92 -0.55  0.088

- Charge: 0
- HOMO-LUMO gap: 10.316 eV

---

Below is a 2-piece molecular cluster, C3H2ClF2N overall, with properties calculated with ωB97M-V with the def2-TZVPD basis set.

Each line ends with the Löwdin charge.
Element x y z (Å)
C1 0.05 0.38 2.64  -0.244
C2 0.04 0.40 0.23  -0.254
C3 -0.59 -0.01 1.46  -0.638
N1 0.52 0.58 3.66  0.249
F1 1.33 0.76 0.32  0.022
F2 0.31 -1.86 1.71  -0.317
Cl1 -2.22 -0.37 1.52  0.889
H1 -0.37 1.26 -0.37  0.175
H2 0.00 -0.48 -0.34  0.118

- Charge: 0
- HOMO-LUMO gap (alpha / beta): 9.411 / 9.408 eV

---

Below is the molecule C3H2ClFN2, with properties calculated with ωB97M-V with the def2-TZVPD basis set.

Each line ends with the Löwdin charge.
Element x y z (Å)
C1 0.55 0.33 -0.03  -0.702
C2 -0.23 -0.62 0.93  -0.183
C3 -0.44 0.63 -1.03  -0.156
H1 0.19 -1.25 1.78  0.135
H2 -0.29 1.61 -1.56  0.153
N1 -1.42 -0.99 0.47  0.083
N2 -1.51 -0.04 -0.73  0.056
F1 1.36 1.28 0.68  -0.047
Cl1 1.80 -0.95 -0.50  0.660

- Charge: 0
- SMILES string: FC1(Cl)C=NN=C1
- HOMO-LUMO gap: 9.814 eV

---

Below is the molecule C3H2ClFS2, with properties calculated with ωB97M-V with the def2-TZVPD basis set.

Each line ends with the Löwdin charge.
Element x y z (Å)
C1 0.87 0.18 -0.17  -1.238
C2 -0.46 -0.43 -0.20  -0.258
C3 -1.54 0.27 0.11  -0.773
H1 3.13 -0.26 0.25  -0.098
H2 -0.56 -1.52 -0.42  0.117
F1 -1.52 1.45 0.65  0.049
S1 2.03 -1.08 0.18  0.759
S2 1.21 1.72 -0.26  0.731
Cl1 -3.15 -0.33 -0.15  0.712

- Charge: 0
- SMILES string: F/C(Cl)=C\C(=S)S
- HOMO-LUMO gap: 8.146 eV

---

Below is C3H2ClIN2 as an isolated structure, with properties calculated with ωB97M-V with the def2-TZVPD basis set.

Each line ends with the Löwdin charge.
Element x y z (Å)
C1 0.88 0.80 -0.39  -0.343
C2 2.10 0.44 -0.17  -0.453
C3 -0.47 -2.00 -0.63  -0.569
N1 -0.08 0.17 0.26  0.053
N2 -0.14 -1.23 0.38  -0.296
Cl1 2.84 -1.03 -0.10  0.732
I1 -0.62 -3.96 0.14  0.651
H1 0.53 1.72 -0.85  0.117
H2 0.13 -1.46 1.35  0.109

- Charge: 0
- HOMO-LUMO gap (alpha / beta): 7.509 / 7.197 eV

---

Number 1: strongest force on any atom 3.97 eV/Å. Number 2: strongest force on any atom 5.88 eV/Å. Number 3: strongest force on any atom 3.41 eV/Å. Number 4: strongest force on any atom 3.84 eV/Å. Number 5: strongest force on any atom 3.30 eV/Å. Number 6: strongest force on any atom 5.80 eV/Å. Number 7: strongest force on any atom 2.02 eV/Å. Number 8: strongest force on any atom 4.00 eV/Å.